A cluster of 9 separate species, C32H82Br2Cl2N5O3 in total, computed with wB97M-V/def2-TZVPD.

The HOMO energy is -6.20 eV. The gap between HOMO and LUMO is 4.21 eV. For the total energy, the calculation gives -213216.8758 eV. Its net charge is +1.

Each line ends with the Löwdin charge.
Element x y z (Å)
Br  18.85409  13.98294  -2.52813  -0.99
Br  20.12000  20.34858  2.44303  -0.99
Cl  12.98865  20.67531  -4.32810  -0.99
Cl  12.03711  16.70121  3.61426  -0.99
O  15.38721  7.20999  2.23407  -0.20
O  25.78572  17.97265  -4.64614  -0.21
O  12.32113  26.76546  -1.07566  -0.16
N  15.60917  18.13312  -0.17894  0.36
N  12.81526  8.40892  0.78155  -0.23
N  15.11443  12.62115  10.32206  -0.23
N  23.43673  19.64258  -5.57245  -0.21
N  13.64189  26.68160  2.49787  -0.23
C  16.38627  12.60421  11.22510  0.02
C  25.58304  19.21611  -4.03360  -0.15
C  14.20212  11.48826  10.90807  -0.09
C  11.23412  9.52721  2.74193  -0.03
C  23.33802  21.26474  -7.70711  -0.04
C  12.20879  6.95773  0.90967  0.04
C  12.35094  10.52086  -0.60674  -0.04
C  21.93368  20.04945  -5.43188  -0.20
C  13.07070  26.18833  1.09987  -0.05
C  21.60916  21.42659  -4.92224  -0.06
C  12.95899  12.16205  11.50558  -0.17
C  12.36634  27.24559  0.28454  -0.21
C  12.77103  24.58384  3.88219  -0.06
C  15.47122  5.98941  2.91279  -0.12
C  15.53954  28.16264  3.56556  -0.09
C  16.74919  13.21748  6.73686  -0.08
C  11.97575  9.03809  -0.31796  -0.17
C  14.24394  13.93466  10.56519  -0.03
C  13.99679  25.40053  3.35374  -0.12
C  23.43191  18.30044  -6.35289  0.03
C  14.98745  27.51470  2.35344  -0.14
C  12.61815  27.52518  3.29692  0.02
C  16.44585  13.59274  8.23706  -0.17
C  14.33585  8.36396  0.34340  -0.02
C  15.52367  12.42874  8.86920  -0.11
C  13.36713  13.56389  11.78476  -0.16
C  12.63498  9.20707  2.08218  -0.15
C  24.12427  20.80632  -6.41440  -0.10
C  15.06421  7.03438  0.78760  -0.14
C  27.04857  17.47856  -4.69536  -0.12
C  11.01389  26.17870  -1.38639  -0.06
C  23.99494  19.37024  -4.17026  -0.05
H  22.93473  18.41694  -7.31587  0.10
H  16.88643  11.64376  11.10073  0.11
H  22.88451  17.58744  -5.73639  0.11
H  15.68822  26.77393  1.96838  0.14
H  23.67937  20.21357  -3.55599  0.12
H  16.42094  28.76310  3.34041  0.10
H  23.35708  18.63814  -3.67502  0.15
H  13.67814  13.96400  9.63401  0.14
H  16.23405  5.38087  2.42713  0.09
H  27.00331  16.70382  -5.46076  0.10
H  12.21504  25.11194  4.65684  0.07
H  25.99768  19.49625  -3.06525  0.14
H  10.93072  9.01169  -0.00923  0.12
H  13.69218  13.74297  12.80964  0.13
H  14.57677  12.38713  8.33092  0.13
H  15.16029  17.75129  0.64131  0.15
H  13.39702  10.81290  -0.51436  0.08
H  14.71381  25.67867  4.12615  0.12
H  16.06401  17.43286  -0.74715  0.16
H  12.59432  6.40439  1.76598  0.10
H  13.81198  25.56041  0.60558  0.15
H  14.31207  8.32658  -0.74570  0.13
H  11.12363  7.03354  0.97878  0.10
H  14.02065  10.80050  10.08214  0.12
H  22.32371  21.62775  -7.54128  0.07
H  11.39019  27.49780  0.69882  0.12
H  11.43044  10.20902  3.56939  0.09
H  24.25703  21.59717  -5.67614  0.11
H  17.35114  13.92463  6.16615  0.09
H  21.07341  21.27320  -3.98547  0.09
H  14.95763  14.75324  10.65825  0.13
H  21.47166  19.96084  -6.41513  0.11
H  26.02862  20.04917  -4.57727  0.11
H  14.57228  5.40470  2.71752  0.07
H  14.71238  10.80774  11.58972  0.12
H  17.16550  12.21927  6.60135  0.07
H  16.01108  11.45395  8.85180  0.13
H  23.51609  20.45817  -8.41833  0.08
H  13.10895  27.71287  4.25191  0.10
H  21.24886  19.24642  -5.15937  0.14
H  10.85092  8.54225  3.00860  0.07
H  12.28512  25.53767  1.48407  0.11
H  16.11034  27.54179  4.25609  0.09
H  23.70777  22.18005  -8.16929  0.09
H  11.67360  26.98121  3.29489  0.11
H  13.06255  23.65562  4.37364  0.09
H  15.96865  6.98764  0.18105  0.13
H  24.44737  17.91243  -6.43286  0.09
H  27.67174  18.19734  -5.22746  0.10
H  12.33816  11.72027  12.28501  0.13
H  20.90775  21.88658  -5.61832  0.09
H  12.99015  28.13942  0.27921  0.12
H  17.19579  13.27874  10.94619  0.09
H  14.86850  9.27360  0.62077  0.14
H  10.78403  25.23899  -0.88417  0.09
H  14.95144  28.92883  4.07073  0.09
H  17.39034  13.69523  8.77141  0.09
H  12.04262  24.22576  3.15466  0.08
H  10.56311  10.04542  2.05687  0.08
H  14.73908  28.15721  1.50869  0.12
H  14.99222  18.76324  -0.67131  0.16
H  27.41672  17.10279  -3.74072  0.11
H  12.40893  14.07087  11.67112  0.13
H  25.10761  20.48491  -6.75766  0.12
H  12.13665  10.87945  -1.61351  0.09
H  15.79468  13.07244  6.23091  0.07
H  15.90778  14.54066  8.23983  0.11
H  14.56579  24.76658  2.67370  0.13
H  10.98822  25.90830  -2.44200  0.10
H  11.77705  11.15524  0.06876  0.08
H  15.68501  6.08415  3.97741  0.10
H  16.33838  18.73541  0.17544  0.15
H  13.29768  8.64893  2.74356  0.12
H  16.11688  12.84686  12.25304  0.11
H  13.02541  10.21374  1.93295  0.12
H  10.17610  26.85233  -1.20630  0.08
H  12.04964  8.41861  -1.21176  0.13
H  12.50740  28.50421  2.83072  0.11
H  14.75758  6.01514  0.55262  0.12
H  12.30112  12.08988  10.63949  0.12
H  22.48171  22.02083  -4.65090  0.08
H  12.50697  6.47650  -0.02178  0.10